Record 1
# C25H48GdP4Se

A molecular structure, C25H48GdP4Se in a non-equilibrium geometry (the ωB97M-V functional and the def2-TZVPD basis, OMol25).

XYZ file:
```
79
Properties=species:S:1:pos:R:3:forces:R:3
H 0.152027 -2.012641 2.556044 0.349 0.095 -0.363
C -1.703149 -4.471915 3.570528 1.083 -0.380 0.281
C -3.103420 -6.642789 4.643395 -0.698 0.393 -0.260
C -3.103979 -4.526915 3.438149 -0.398 0.680 -0.412
C -1.704541 -6.596424 4.736121 -0.123 -0.056 -0.009
H -0.680722 -2.018369 -4.216112 0.087 0.284 0.157
H -0.636428 3.261353 2.398221 -0.188 -0.150 0.219
H -1.862723 -3.507746 -2.417056 -0.133 0.215 0.223
H -2.782213 2.795922 1.195318 -0.034 0.058 -0.329
H 5.508154 1.702954 2.808123 -0.247 0.239 0.030
H -4.070060 1.512259 -2.137775 0.206 -0.112 0.031
H 1.774484 3.632889 -0.278541 0.168 -0.122 -0.025
H -3.656997 0.084406 1.499228 -0.114 0.042 -0.146
C 3.364681 1.569728 2.851685 -0.110 0.063 -0.062
H 0.540875 -0.754399 -3.898219 -0.263 -0.118 0.068
C 3.371364 4.358417 2.827465 -0.105 0.017 0.066
H 0.029681 3.075467 -2.446765 0.136 -0.111 -0.154
H 2.418835 -1.126145 1.752785 -0.507 -0.156 -0.231
H 1.866086 -2.645196 -2.264514 -0.214 -0.141 0.047
H 0.544853 -3.742595 -2.780239 0.204 0.107 0.220
H 3.494031 1.260069 -2.725541 -0.153 -0.209 0.105
H -1.170653 -3.615090 3.164449 0.004 -0.283 0.118
C -3.808815 0.071796 0.411879 -0.016 -0.165 0.115
C 2.149641 2.271742 2.891715 -0.076 -0.053 -0.398
H -1.969680 -3.105024 -0.674469 -0.021 -0.010 -0.210
H -3.649233 -7.486333 5.071578 0.139 0.324 -0.159
H -1.193101 -0.381437 -3.707760 0.214 -0.204 -0.019
H 2.274367 -2.145353 0.231675 -0.365 0.130 0.217
C 0.544325 -2.235315 1.550158 0.544 -0.703 -0.019
C 2.155358 3.673643 2.861220 0.064 -0.310 -0.057
C 4.571741 2.263498 2.824276 0.016 -0.206 0.053
C 2.863670 0.552310 -2.170171 -0.014 -0.148 0.095
C 0.756773 0.517858 4.586792 -0.158 -0.276 0.079
H 1.613054 -0.164998 4.601407 -0.151 0.104 0.083
H 3.045099 2.493217 0.225752 -0.050 0.128 -0.137
H 2.480922 -0.208792 -2.861182 0.128 0.159 0.158
H 0.905683 1.303476 5.345473 -0.056 -0.277 -0.326
H -0.594475 2.942189 4.164284 -0.141 0.019 -0.255
H -3.864341 2.936305 -0.231040 0.262 -0.010 0.149
C 2.451762 2.843449 -0.626302 -0.031 0.091 0.252
C -0.710203 2.486599 3.173093 -0.147 0.115 -0.076
C -1.009089 -5.505930 4.196173 -0.013 1.048 -0.551
C 0.886074 -3.057782 -1.991456 0.008 0.020 0.032
H 5.525084 4.197354 2.846402 -0.297 -0.137 -0.077
H -2.142287 3.391264 -0.369501 -0.178 -0.047 0.162
P -0.343913 -1.707117 -1.831722 0.049 -0.790 -1.143
H 3.119454 3.259998 -1.395952 -0.216 -0.130 0.245
H -2.770277 -2.058389 -1.873813 0.188 -0.203 0.002
C 1.759938 -1.723055 1.102379 0.895 -1.369 0.841
C -3.083742 1.031033 -2.137483 0.239 -0.088 -0.178
Gd 0.029440 -0.098814 0.481310 -1.127 1.340 0.141
H 0.984398 -3.603921 -1.046513 0.010 0.006 -0.237
H 3.366914 5.447500 2.811008 0.044 -0.260 0.036
H 0.299223 1.655341 -3.496203 0.101 0.199 0.154
H 0.059744 -3.091682 1.058446 0.299 0.392 0.097
H -3.836871 -0.970958 0.069082 -0.033 0.209 0.023
C 4.576426 3.659234 2.829857 -0.011 -0.049 -0.005
C -3.799743 -5.617617 4.004341 -0.402 -0.831 0.302
H -4.887451 -5.652457 3.928240 0.274 -0.114 0.075
H 1.219912 4.232293 2.859615 0.298 -0.061 0.062
P -2.449290 0.984374 -0.416506 -1.533 0.503 -0.337
H -4.768663 0.552529 0.180020 0.189 -0.161 0.103
H 3.360339 0.471413 2.848353 0.124 0.465 0.076
H -0.154910 -0.049398 4.813811 0.192 0.080 0.088
H 3.473726 0.061509 -1.402286 -0.034 0.049 -0.201
H -1.156254 -7.401565 5.227042 -0.185 0.208 -0.124
H -2.407249 1.624887 -2.767360 -0.187 -0.189 0.095
C -0.428608 -1.157905 -3.577297 -0.100 0.086 -0.115
C 0.778402 2.353260 -2.797815 -0.429 -0.121 0.039
P 0.611565 1.262253 2.924642 0.878 0.950 1.227
H -1.690559 1.993135 3.103622 0.212 0.219 0.123
H 0.080323 -5.458591 4.261901 -0.389 -0.018 0.016
P 1.492390 1.465845 -1.355288 1.463 0.807 -1.414
H 1.570738 2.900680 -3.328159 -0.177 -0.188 0.199
H -2.821866 -2.301236 2.301892 -0.699 -0.587 0.082
Se -4.047701 -3.175622 2.481840 1.259 -0.678 0.812
C -2.846059 2.695313 0.103887 0.183 0.050 0.055
C -1.889851 -2.686214 -1.686614 -0.060 -0.003 0.074
H -3.187100 0.022115 -2.559886 0.074 0.327 0.097
```
Forces are in eV/Å.

The energy comes out at -5512.77803 Ha. As for the spin multiplicity: 8. Its total charge is +3. As for the expectation value of S²: 15.88.

Atomic partial charges in e from the Mulliken method, atoms 1 to 8: 0.369 0.670 -0.617 0.524 -0.428 0.492 0.399 0.484

---

Record 2
# C2H2N4O4

A single C2H2N4O4 molecule in a non-equilibrium geometry (the ωB97M-V functional and the def2-TZVPD basis, OMol25).

XYZ file:
```
12
Properties=species:S:1:pos:R:3:forces:R:3
N -0.635828 0.480764 -2.708081 -0.313 0.279 -0.222
N 0.574436 0.748802 -0.577295 -2.717 -0.472 1.749
O -2.102660 -1.183497 1.139522 0.013 -0.175 -0.511
H -0.819181 -1.503650 -0.430373 -0.038 1.424 1.862
O -0.462812 0.974755 1.623600 -0.822 0.524 0.572
O 2.751380 0.733216 -1.164795 0.953 0.545 -1.834
C -0.057204 0.694824 -1.735887 1.024 -0.571 -0.967
N -0.832060 -0.988757 0.508346 -1.580 -1.595 -0.654
H -2.057770 -1.413571 2.093307 1.048 0.129 -0.768
O 2.090740 0.506241 0.855339 1.535 -0.076 1.754
N 1.949773 0.688737 -0.310014 -1.695 -0.900 0.709
C -0.398813 0.262137 0.706331 2.591 0.888 -1.690
```
Forces are in eV/Å.

The energy comes out at -597.16823 Ha. The SMILES is N#CN(C(=O)NO)[N+](=O)[O-]. For the energy above the lowest of the compared OMol25 structures with the same formula, charge and spin, the calculation gives 189.6 kJ/mol.

Atomic partial charges in e from the natural (NBO) method, atoms 1 to 8: -0.311 -0.449 -0.542 0.432 -0.467 -0.321 0.381 -0.357

---

Record 3
# C2H3FI2

A molecular structure, C2H3FI2 in a non-equilibrium geometry (the ωB97M-V functional and the def2-TZVPD basis, OMol25).

XYZ file:
```
8
Properties=species:S:1:pos:R:3:forces:R:3
C -1.342631 -0.090376 0.000335 -0.101 -0.057 1.748
H -0.534076 -0.054442 2.017736 -0.375 -0.004 -1.595
H 0.360062 0.925167 -0.836244 -0.095 -0.177 0.203
I -2.332843 -1.937968 0.057667 0.116 0.184 -0.074
I -2.580372 1.599480 0.071617 0.133 -0.151 -0.039
H 0.440646 -0.872727 -0.934661 -0.133 0.158 0.259
F -0.735468 0.048505 -2.247421 -0.264 0.001 -0.556
C -0.217812 0.003342 -0.969970 0.719 0.045 0.054
```
Forces are in eV/Å.

The energy comes out at -773.09580 Ha. For the energy above the lowest of the compared OMol25 structures with the same formula, charge and spin, the calculation gives 347.4 kJ/mol.

The net atomic charges from natural (NBO), expressed in e, are: -0.503 0.102 0.192 0.237 0.239 0.192 -0.360 -0.100

---

Record 4
# C6H10NO6PS

A single C6H10NO6PS molecule in a non-equilibrium geometry (the ωB97M-V functional and the def2-TZVPD basis, OMol25).

XYZ file:
```
25
Properties=species:S:1:pos:R:3:forces:R:3
H 1.199445 1.105641 0.142826 -0.439 -0.187 -0.115
H -1.264975 -0.021358 0.408370 0.081 0.464 -0.092
O 0.959300 -2.414490 -1.044105 0.028 -0.398 0.126
O 1.278332 -1.736137 -3.449328 0.023 0.912 0.847
C 4.010217 -1.456261 -0.507750 -0.042 -1.080 2.122
C -1.705858 0.835118 2.882514 -0.391 -0.159 -0.771
O -1.806485 1.528875 3.831491 0.073 0.728 1.493
C -0.960511 1.007455 0.669544 0.286 -0.633 -0.178
P 1.067061 -1.254277 -1.923389 -0.696 -2.344 0.736
O -0.290784 -0.400155 -1.836425 2.442 0.943 -0.567
H -3.065727 -0.286398 1.526898 0.236 0.065 0.343
H 0.600738 1.461445 -2.411034 -0.035 -0.483 0.399
H -1.076359 1.491736 -1.917337 0.328 -0.423 -0.006
O 2.382467 -0.376564 -1.442325 -1.417 0.881 -1.089
H -1.804996 1.705944 0.507717 0.287 -0.363 -0.012
O -0.608444 1.020281 2.067049 -0.707 -0.218 -0.562
H -2.366401 -1.203089 2.868391 -0.245 0.370 -0.072
N 3.507247 -1.238489 -1.590354 0.063 0.487 -1.412
H 0.234312 2.550554 -0.192218 0.228 -0.443 -0.167
C -2.778226 -0.216625 2.586892 0.388 -0.413 -0.658
H 1.638145 -2.635509 -3.350903 -0.099 0.190 -0.230
H -3.690243 -0.006740 3.157497 0.536 0.040 0.046
C 0.219778 1.443796 -0.222171 -0.513 0.396 0.171
S 4.422393 -1.936579 0.911368 0.376 0.344 -0.515
C -0.100428 1.031827 -1.673220 -0.793 1.324 0.162
```
Forces are in eV/Å.

The energy comes out at -1480.36534 Ha. The SMILES is CC(=O)OCCCO[P@@](=O)(O)ON=C=S.

Atomic partial charges in e from the natural (NBO) method, atoms 1 to 8: 0.240 0.192 -1.118 -0.970 0.192 0.797 -0.540 -0.076

---

Record 5
# C26H31ClHfN2O3Si

A molecular structure, C26H31ClHfN2O3Si in a non-equilibrium geometry (the ωB97M-V functional and the def2-TZVPD basis, OMol25).

XYZ file:
```
65
Properties=species:S:1:pos:R:3:forces:R:3
C -6.992485 19.214406 -1.138799 1.227 -0.290 -0.406
C -7.926155 14.190574 0.410802 0.764 -0.172 1.089
N -8.290639 18.859135 -1.273596 -0.682 0.314 0.867
H -10.933712 18.377135 -1.262619 0.506 -0.423 -0.303
H -3.579812 14.344108 -4.857405 -0.428 -0.698 -0.290
C -4.053916 16.301579 -0.968558 -0.060 -0.564 1.338
H -11.198929 19.701943 -0.213517 0.012 0.195 -0.099
C -6.355894 14.776187 -5.304021 -1.552 -0.159 -2.083
C -9.285365 19.812398 -1.053759 3.072 -0.543 -1.113
C -10.088123 13.087997 0.934780 -0.504 -0.890 -0.168
O -7.217292 15.177982 -0.140670 -0.329 0.306 -0.645
C -7.637240 15.115179 -5.984215 1.132 0.394 1.148
O -9.571557 15.912181 -1.267577 -0.372 -0.630 1.218
H -4.018920 15.936855 -1.978574 -0.764 0.021 -0.680
H -8.108454 13.093863 -9.409465 0.051 0.522 -0.043
H -9.699717 21.915881 -0.846357 1.620 -1.231 -0.073
C -6.564040 20.552106 -0.920200 0.185 -1.331 -0.425
H -3.961818 12.569829 -5.016652 0.020 0.116 0.168
H -8.717472 14.902864 -7.771211 -0.426 -0.216 -0.241
C -7.301410 13.280005 1.278483 0.766 1.289 -0.322
H -7.295885 22.508006 -0.631220 0.239 0.901 -0.061
H -3.043615 16.076857 -0.697821 0.877 0.088 0.660
O -6.985209 15.793443 -3.295416 -0.084 0.312 0.385
H -8.320721 11.756799 -8.498485 0.965 0.652 0.920
H -5.253961 14.946689 -3.539833 1.991 -0.507 0.639
H -3.382590 18.649469 1.427560 1.087 -0.319 0.600
H -7.579679 11.640293 2.585010 -0.387 0.713 -0.432
H -4.659516 15.694133 -0.270501 0.105 -0.211 -0.618
C -5.896040 13.105845 -6.931967 -1.148 -1.376 -2.033
C -10.689293 19.419519 -1.141092 -0.276 -0.611 2.110
C -8.852483 21.136813 -0.931359 -4.118 0.448 0.524
H -9.196110 15.552320 -4.564852 0.242 0.266 -0.141
Cl -10.272966 10.739728 2.099542 -0.009 -0.605 0.602
C -8.080909 12.375343 1.914161 0.829 -3.008 1.208
H -3.031334 19.974477 -1.389261 0.086 0.732 0.697
H -6.225912 13.345734 1.518646 -0.742 0.051 -0.323
C -3.469974 19.088010 -1.798731 0.166 0.672 -0.577
C -10.051181 15.057565 -0.428650 -0.009 0.677 -1.194
H -3.477657 13.511806 -6.402922 0.239 -0.042 -0.018
H -11.106215 19.975291 -1.902124 -1.282 1.126 -1.736
C -9.325751 14.107185 0.319059 -0.884 0.967 -0.750
C -9.428012 12.130095 1.642971 -0.128 1.159 -0.350
C -8.651224 16.059007 -5.376208 0.172 0.094 -0.251
H -11.164461 12.875267 0.780465 0.686 0.864 -0.182
C -4.052855 13.552428 -5.482909 0.817 0.754 0.763
Si -4.483949 18.065995 -0.647121 -0.117 0.189 -0.916
H -6.779953 12.026165 -9.325641 -0.117 0.598 1.358
C -4.397212 18.584143 1.133179 -2.275 0.829 0.507
C -7.116855 13.433702 -7.588058 1.150 -0.661 0.859
C -7.545919 21.499158 -0.830481 0.472 -0.377 0.098
C -7.528216 12.546263 -8.662565 -1.567 -1.335 -3.237
C -5.450235 13.827891 -5.897835 0.194 0.844 0.866
H -9.376442 16.344358 -6.125341 -0.242 -0.156 -0.278
H -11.146448 15.048428 -0.323901 0.263 0.019 -0.132
H -8.216505 17.004825 -5.035574 0.043 -0.333 0.179
N -6.146321 18.058270 -1.292270 -0.933 1.442 1.007
C -7.890606 14.550152 -7.188391 0.496 -0.827 -0.064
H -5.521108 20.861985 -0.911537 -0.161 -0.459 0.160
H -5.032644 17.982504 1.812893 0.808 -0.392 -0.311
H -5.304967 12.225131 -7.315481 -0.674 1.217 0.353
C -6.116680 15.197875 -4.054699 -1.538 0.540 1.206
Hf -7.546857 16.587703 -1.530028 0.033 0.387 0.108
H -4.830126 19.582128 1.414147 0.459 -0.452 -0.941
H -4.058374 19.474635 -2.648167 0.207 -0.481 0.094
H -2.577451 18.576343 -2.153604 -0.175 -0.401 -0.298
```
Forces are in eV/Å.

The energy comes out at -2141.92679 Ha. Its total charge is +2. For the energy above the lowest of the compared OMol25 structures with the same formula, charge and spin, the calculation gives 127.7 kJ/mol.

Atomic partial charges in e from the natural (NBO) method, atoms 1 to 8: 0.422 0.414 -0.648 0.235 0.226 -1.162 0.254 -0.255

---

Record 6
# C3H12N

2 unconnected molecules or ions with the total composition C3H12N in a non-equilibrium geometry (the ωB97M-V functional and the def2-TZVPD basis, OMol25).

XYZ file:
```
16
Properties=species:S:1:pos:R:3:forces:R:3
H 0.348346 0.883437 1.893107 0.093 -0.019 -0.117
C -0.381091 1.125251 -0.184823 0.040 -0.396 0.005
H -0.957693 0.633748 -2.189941 -0.075 -0.223 -0.096
H -1.360709 1.074858 1.794524 0.014 0.278 -0.294
H 2.396859 -0.844005 -0.327208 0.385 -0.664 -0.249
N 1.597285 -1.375545 0.010640 -1.353 -0.396 0.984
C -0.509740 0.646122 1.259883 -0.303 -0.310 0.737
H -2.134863 0.207009 -0.955192 -0.047 -0.292 -0.151
H 1.498302 -1.233113 1.023182 -0.128 0.691 -0.150
H -0.775502 -0.855889 -1.262713 0.131 -0.069 0.194
H 1.547706 -2.400478 -0.028364 1.012 0.115 -0.823
H -0.745916 -0.423849 1.358571 0.342 -0.049 -0.222
C -1.072222 0.196002 -1.198208 -0.380 1.142 -0.012
H -0.847632 2.107133 -0.250331 0.011 -0.014 -0.199
H 0.738073 -1.044648 -0.465167 0.168 0.284 0.264
H 0.658796 1.303966 -0.477961 0.090 -0.077 0.131
```
Forces are in eV/Å.

The energy comes out at -175.97947 Ha. Its total charge is +1. For the energy above the lowest of the compared OMol25 structures with the same formula, charge and spin, the calculation gives 47.3 kJ/mol.

Atomic partial charges in e from the natural (NBO) method, atoms 1 to 8: 0.216 -0.430 0.239 0.253 0.467 -0.884 -0.649 0.241

---

- Look up the energy of the first one.
  -5512.77803 Ha